Below is one molecule with the formula C10H15N5S, with properties calculated with ωB97M-V/def2-TZVPD.

The geometry in XYZ format:
```
31
Properties=species:S:1:pos:R:3:forces:R:3
C -0.2656 -3.0403 0.6078 -0.579 -1.571 -1.973
C -1.0303 -2.3987 -0.5518 -2.381 1.395 -0.963
C -2.4634 -2.0550 -0.1163 -4.793 -6.160 -1.484
C -2.8252 -1.0747 0.9543 4.438 -0.649 -1.195
N -2.5951 0.1532 0.4519 5.581 12.717 -5.819
N -3.5103 1.1595 -0.3849 -7.838 -9.417 3.920
N -2.8798 1.9591 -0.8691 -2.925 7.155 -4.884
N -1.6886 2.1243 -0.6227 7.286 -0.597 1.157
C -1.3869 1.0417 0.0648 -4.227 -3.279 2.289
N -0.2747 0.7779 0.6012 6.814 -4.622 5.388
C 0.9750 1.6729 0.6702 -0.742 -3.683 0.584
C 2.1947 0.8270 0.1702 0.807 4.929 5.832
C 3.4016 1.0344 0.8627 1.699 -0.840 -1.831
C 4.4491 0.0024 0.2411 -5.459 4.790 3.369
C 3.8069 -0.7875 -0.5701 -0.207 0.956 0.592
S 2.2523 -0.3881 -0.8661 -3.060 -2.626 -2.841
H -0.7955 -4.0518 0.9050 1.496 1.775 -0.875
H -0.2321 -2.4753 1.4979 0.170 0.916 0.977
H 0.7077 -3.0623 0.1027 0.405 -1.016 1.166
H -1.1975 -3.2318 -1.4210 0.932 2.479 1.792
H -0.6950 -1.2869 -0.9006 0.263 -3.103 0.278
H -2.9582 -3.0828 0.3531 1.420 1.768 -0.935
H -3.2207 -2.0959 -1.1088 1.982 1.154 2.585
H -3.8032 -0.7805 1.0235 -3.578 -1.777 1.987
H -2.0182 -1.0883 1.7494 -1.775 -0.948 0.549
H -0.0984 -0.2649 1.2437 -1.107 4.248 -2.722
H 1.0896 2.2418 1.6349 0.178 -1.320 -0.620
H 0.6461 2.3656 0.0280 -0.404 2.986 -2.887
H 3.6115 1.9452 1.5827 -0.443 -2.295 -1.529
H 5.4169 0.1822 0.3275 4.256 -0.002 0.769
H 4.2817 -1.4818 -1.0794 1.788 -3.364 -2.676
```
Positions in Å, forces in eV/Å.

Summary:
HOMO-LUMO gap in eV: 9.027
Energy relative to the best compared isomer or geometry (same formula, charge and spin) in eV: 10.126
Calculated total energy in hartree: -1061.6361
Maximum force in eV/Å: 15.1
Charge: 0
LUMO level in eV: 0.56